(1)
The following is a quantum chemistry calculation of an isolated molecule of C4H8O2, from the OMol25 dataset.

Results
- HOMO-LUMO gap (Eh) = 0.40408
- relative energy (zero: lowest compared OMol25 entry of this formula, charge and spin) (kcal per mole) = 43.3
- structure (SMILES) = OC[C@H]1C[C@H]1O
- E_tot (eV) = -8371.4028
- highest occupied orbital energy (hartree) = -0.3723

Last column: natural (NBO) charge in e.
Cartesian coordinates (Å):
O (-0.33829, 1.15642, 2.05580)  -0.714
C (-0.92878, 0.59759, 0.90072)  -0.060
C (-0.16271, -0.60732, 0.41004)  -0.271
C (-0.27344, -1.00951, -1.03851)  -0.451
C (0.98689, -0.37889, -0.52619)  0.075
O (1.28099, 0.95382, -0.84043)  -0.715
H (0.54822, 1.44136, 1.79717)  0.469
H (-0.99803, 1.33848, 0.09158)  0.169
H (-1.94710, 0.31451, 1.18368)  0.181
H (-0.04603, -1.39773, 1.14803)  0.222
H (-0.91674, -0.39970, -1.67047)  0.216
H (-0.25951, -2.06507, -1.29494)  0.224
H (1.86609, -1.01525, -0.42412)  0.179
H (1.18845, 1.07129, -1.79239)  0.476

(2)
The following is a quantum chemistry calculation of a cluster of 2 separate species, C4H8O2 in total, from the OMol25 dataset.

Results
- HOMO-LUMO gap (Eh) = 0.34439
- relative energy (zero: lowest compared OMol25 entry of this formula, charge and spin) (kcal per mole) = 115.7
- E_tot (eV) = -8368.2665
- highest occupied orbital energy (hartree) = -0.3112

Last column: natural (NBO) charge in e.
Cartesian coordinates (Å):
O (2.03649, 1.28967, -0.36761)  -0.649
C (2.47688, 0.32720, 0.39886)  0.087
C (0.07614, -1.30527, -0.15441)  -0.644
C (-0.65844, -0.05504, -0.55691)  0.055
C (-1.83325, 0.43366, 0.16814)  -0.099
O (-0.56684, 1.05961, 0.33874)  -0.545
H (1.21038, 1.70393, -0.04125)  0.499
H (1.16037, -1.21694, -0.32922)  0.232
H (1.79300, 0.28339, 1.29146)  0.054
H (-0.27354, -2.15630, -0.74450)  0.225
H (-0.08549, -1.51755, 0.90718)  0.218
H (-0.56278, 0.23915, -1.60282)  0.192
H (-2.18931, -0.11901, 1.03694)  0.186
H (-2.58362, 1.03349, -0.34461)  0.189

(3)
The following is a quantum chemistry calculation of an isolated molecule of C4H8O2, from the OMol25 dataset.

Results
- HOMO-LUMO gap (Eh) = 0.34437
- relative energy (zero: lowest compared OMol25 entry of this formula, charge and spin) (kcal per mole) = 63.2
- structure (SMILES) = CO/C=C/OC
- E_tot (eV) = -8370.5425
- highest occupied orbital energy (hartree) = -0.3071

Last column: natural (NBO) charge in e.
Cartesian coordinates (Å):
C (2.38669, 0.16626, -0.23534)  -0.252
O (1.40803, 0.03976, -1.24025)  -0.512
C (0.11228, 0.07632, -0.83818)  0.057
C (-0.40111, 0.82740, 0.13055)  0.027
O (-1.72152, 0.74828, 0.50025)  -0.519
C (-2.24559, -0.57494, 0.56089)  -0.251
H (3.28602, -0.33781, -0.59869)  0.192
H (2.62387, 1.21505, -0.01684)  0.170
H (2.03477, -0.32678, 0.67740)  0.178
H (-0.48870, -0.59629, -1.43176)  0.183
H (0.21564, 1.54092, 0.67495)  0.187
H (-2.24563, -1.19073, -0.36407)  0.169
H (-1.67570, -1.11460, 1.32267)  0.176
H (-3.28904, -0.47283, 0.85843)  0.194

(4)
The following is a quantum chemistry calculation of an isolated molecule of C4H8O2, from the OMol25 dataset.

Results
- HOMO-LUMO gap (Eh) = 0.38541
- relative energy (zero: lowest compared OMol25 entry of this formula, charge and spin) (kcal per mole) = 49.2
- structure (SMILES) = OCC1COC1
- E_tot (eV) = -8371.1496
- highest occupied orbital energy (hartree) = -0.3550

Last column: natural (NBO) charge in e.
Cartesian coordinates (Å):
O (2.06306, 1.03191, 0.18908)  -0.717
C (1.25978, -0.12711, 0.13755)  -0.054
C (-0.18838, 0.23679, 0.38116)  -0.288
C (-1.08850, 0.73759, -0.76080)  -0.051
O (-2.00160, -0.35840, -0.58169)  -0.535
C (-1.13034, -0.97533, 0.37263)  -0.049
H (2.96917, 0.76742, -0.01034)  0.469
H (1.55255, -0.85319, 0.91817)  0.160
H (1.35207, -0.63698, -0.83672)  0.158
H (-0.26695, 0.85794, 1.27700)  0.216
H (-1.58700, 1.70239, -0.60794)  0.180
H (-0.62809, 0.72517, -1.75754)  0.169
H (-1.64370, -1.21802, 1.30863)  0.179
H (-0.66207, -1.89019, -0.02918)  0.163

(5)
The following is a quantum chemistry calculation of a cluster of 2 separate species, C4H8O2 in total, from the OMol25 dataset.

Results
- HOMO-LUMO gap (Eh) = 0.37755
- relative energy (zero: lowest compared OMol25 entry of this formula, charge and spin) (kcal per mole) = 50.1
- structure (SMILES) = C=CC=O.CO
- E_tot (eV) = -8371.1071
- highest occupied orbital energy (hartree) = -0.3640

Last column: natural (NBO) charge in e.
Cartesian coordinates (Å):
C (-0.78702, -0.47495, 1.93317)  -0.305
C (-1.51397, -0.61689, 0.82525)  -0.331
C (-1.65435, 0.50447, -0.13544)  0.398
O (-2.24065, 0.40841, -1.19031)  -0.524
H (-0.27790, 0.46384, 2.14367)  0.208
H (-0.64852, -1.28059, 2.64839)  0.206
H (-2.01478, -1.54634, 0.56228)  0.220
H (-1.17998, 1.45480, 0.18137)  0.120
C (1.92342, 0.35560, -1.40166)  -0.250
O (1.23044, 0.15069, -0.18820)  -0.728
H (1.25024, 0.34424, -2.26983)  0.169
H (2.71702, -0.38888, -1.55625)  0.163
H (2.38634, 1.34262, -1.33530)  0.183
H (0.80971, -0.71701, -0.21715)  0.470

(6)
The following is a quantum chemistry calculation of an isolated molecule of C4H8O2, from the OMol25 dataset.

Results
- HOMO-LUMO gap (Eh) = 0.42984
- relative energy (zero: lowest compared OMol25 entry of this formula, charge and spin) (kcal per mole) = 15.1
- structure (SMILES) = CCCOC=O
- E_tot (eV) = -8372.6261
- highest occupied orbital energy (hartree) = -0.3932

Last column: natural (NBO) charge in e.
Cartesian coordinates (Å):
C (-1.74451, 0.38496, -0.57332)  -0.606
C (-0.89721, 0.41199, 0.69761)  -0.424
C (0.33492, -0.48391, 0.61269)  -0.087
O (1.45750, 0.33617, 0.22727)  -0.509
C (2.40212, -0.23205, -0.52518)  0.651
O (2.39413, -1.35586, -0.95537)  -0.587
H (-2.21432, -0.59663, -0.70445)  0.205
H (-2.54185, 1.13400, -0.53533)  0.213
H (-1.13396, 0.58505, -1.46085)  0.207
H (-1.50819, 0.10820, 1.55527)  0.207
H (-0.55318, 1.43122, 0.90763)  0.217
H (0.58329, -0.93902, 1.57683)  0.189
H (0.21560, -1.28367, -0.12400)  0.207
H (3.20566, 0.49955, -0.69881)  0.120

(7)
The following is a quantum chemistry calculation of an isolated molecule of C4H8O2, from the OMol25 dataset.

Results
- HOMO-LUMO gap (Eh) = 0.28607
- relative energy (zero: lowest compared OMol25 entry of this formula, charge and spin) (kcal per mole) = 150.3
- E_tot (eV) = -8366.7652
- highest occupied orbital energy (hartree) = -0.2562

Last column: natural (NBO) charge in e.
Cartesian coordinates (Å):
C (1.87571, 0.31876, -0.32227)  -0.657
C (0.99604, -0.79857, 0.14878)  -0.146
O (0.30280, -0.40794, 1.38529)  -0.516
C (-0.77087, -0.51985, 0.57364)  0.077
C (-1.44614, 0.60502, 0.03236)  -0.161
O (-2.61115, 0.40910, -0.69435)  -0.705
H (1.27105, 1.19650, -0.60877)  0.200
H (2.45000, 0.00659, -1.20046)  0.221
H (2.57581, 0.64979, 0.45626)  0.218
H (1.42962, -1.79616, 0.23644)  0.186
H (-1.28194, -1.48496, 0.50939)  0.212
H (-0.38058, -0.23130, -0.60306)  0.406
H (-1.05307, 1.60761, 0.16836)  0.191
H (-3.35729, 0.44543, -0.08161)  0.474

(8)
The following is a quantum chemistry calculation of an isolated molecule of C4H8O2, from the OMol25 dataset.

Results
- HOMO-LUMO gap (Eh) = 0.36975
- relative energy (zero: lowest compared OMol25 entry of this formula, charge and spin) (kcal per mole) = 96.9
- structure (SMILES) = C=COOCC
- E_tot (eV) = -8369.0781
- highest occupied orbital energy (hartree) = -0.3281

Last column: natural (NBO) charge in e.
Cartesian coordinates (Å):
C (0.73890, -0.66232, 2.53506)  -0.529
C (0.96479, 0.39185, 1.76038)  0.124
O (0.58103, 0.58411, 0.46835)  -0.262
O (-0.02715, -0.61405, -0.01610)  -0.264
C (-0.98005, -0.20642, -0.98455)  -0.077
C (-0.34876, 0.41212, -2.22050)  -0.641
H (1.13365, -0.66744, 3.54303)  0.212
H (0.18186, -1.52287, 2.18897)  0.222
H (1.52430, 1.27028, 2.07125)  0.194
H (-1.70995, 0.46839, -0.51970)  0.177
H (-1.48063, -1.15092, -1.22459)  0.195
H (0.40798, -0.26111, -2.63511)  0.215
H (0.12725, 1.36708, -1.98226)  0.220
H (-1.11321, 0.59128, -2.98425)  0.214

(9)
The following is a quantum chemistry calculation of an isolated molecule of C4H8O2, from the OMol25 dataset.

Results
- HOMO-LUMO gap (Eh) = 0.33669
- relative energy (zero: lowest compared OMol25 entry of this formula, charge and spin) (kcal per mole) = 45.2
- structure (SMILES) = CO/C(C)=C/O
- E_tot (eV) = -8371.3200
- highest occupied orbital energy (hartree) = -0.3047

Last column: natural (NBO) charge in e.
Cartesian coordinates (Å):
C (-1.39036, 1.29146, -0.97649)  -0.252
O (-0.03069, 0.94537, -0.83053)  -0.504
C (0.31472, -0.01222, 0.07691)  0.260
C (1.78492, -0.28564, 0.00912)  -0.661
C (-0.52430, -0.65150, 0.90086)  -0.014
O (-0.11891, -1.67650, 1.73988)  -0.705
H (-1.66307, 2.11494, -0.30739)  0.179
H (-2.05660, 0.44375, -0.78987)  0.177
H (-1.51993, 1.61395, -2.01063)  0.193
H (2.33117, 0.65839, 0.10590)  0.230
H (2.06059, -0.72621, -0.95546)  0.221
H (2.09503, -0.95025, 0.81756)  0.223
H (-1.57305, -0.40080, 1.01966)  0.177
H (0.29047, -2.36473, 1.20050)  0.475

(10)
The following is a quantum chemistry calculation of a cluster of 2 separate species, C4H8O2 in total, from the OMol25 dataset.

Results
- HOMO-LUMO gap (Eh) = 0.39425
- relative energy (zero: lowest compared OMol25 entry of this formula, charge and spin) (kcal per mole) = 32.8
- structure (SMILES) = CC=O.CC=O
- E_tot (eV) = -8371.8586
- highest occupied orbital energy (hartree) = -0.3570

Last column: natural (NBO) charge in e.
Cartesian coordinates (Å):
C (1.05652, -1.77752, 1.13619)  -0.727
C (1.33348, -0.77660, 0.04724)  0.457
O (1.60233, 0.38446, 0.25760)  -0.554
H (1.80467, -2.57868, 1.10075)  0.233
H (1.09068, -1.28553, 2.11124)  0.228
H (0.07748, -2.24408, 0.97371)  0.238
H (1.27778, -1.16895, -0.98568)  0.122
C (-1.12273, 1.88211, -0.51628)  -0.736
C (-1.76173, 0.54112, -0.73994)  0.453
O (-1.19737, -0.42378, -1.20625)  -0.544
H (-1.39927, 2.27759, 0.46826)  0.230
H (-1.51702, 2.58496, -1.26173)  0.237
H (-0.03691, 1.81019, -0.61119)  0.260
H (-2.83566, 0.46630, -0.46386)  0.102

(11)
The following is a quantum chemistry calculation of an isolated molecule of C4H8O2, from the OMol25 dataset.

Results
- HOMO-LUMO gap (Eh) = 0.37453
- relative energy (zero: lowest compared OMol25 entry of this formula, charge and spin) (kcal per mole) = 42.7
- structure (SMILES) = C[C@@]1(O)C[C@H]1O
- E_tot (eV) = -8371.4280
- highest occupied orbital energy (hartree) = -0.3432

Last column: natural (NBO) charge in e.
Cartesian coordinates (Å):
C (-1.03227, 0.23416, -0.96169)  -0.645
C (-0.09611, 0.48674, 0.18890)  0.208
O (0.19681, 1.81671, 0.53527)  -0.702
C (-0.00533, -0.55752, 1.27489)  -0.467
C (1.07880, -0.44207, 0.24395)  0.063
O (1.15995, -1.49035, -0.67174)  -0.701
H (-2.09104, 0.38720, -0.73510)  0.208
H (-0.91599, -0.81100, -1.23196)  0.239
H (-0.74723, 0.84377, -1.82519)  0.213
H (-0.63190, 2.30074, 0.64331)  0.471
H (0.22908, -0.20555, 2.27298)  0.229
H (-0.67419, -1.41466, 1.22456)  0.226
H (2.02979, -0.00838, 0.54677)  0.186
H (1.49964, -1.13981, -1.50497)  0.472

(12)
The following is a quantum chemistry calculation of an isolated molecule of C4H8O2, from the OMol25 dataset.

Results
- HOMO-LUMO gap (Eh) = 0.33863
- relative energy (zero: lowest compared OMol25 entry of this formula, charge and spin) (kcal per mole) = 106.0
- E_tot (eV) = -8368.6854
- highest occupied orbital energy (hartree) = -0.3225

Last column: natural (NBO) charge in e.
Cartesian coordinates (Å):
C (0.17786, -1.77090, 0.48552)  -0.643
C (-0.62457, -0.60155, -0.04787)  -0.026
O (-1.22036, 0.11513, 1.06723)  -0.637
C (-0.06677, 0.73152, -0.40205)  0.040
C (1.25378, 1.04751, 0.16403)  -0.232
O (1.51228, 2.43174, 0.21468)  -0.718
H (0.91422, -1.46025, 1.23078)  0.216
H (0.70186, -2.26272, -0.34106)  0.221
H (-0.48906, -2.50572, 0.94849)  0.226
H (-1.39564, -0.96211, -0.73871)  0.175
H (-1.89249, 0.71381, 0.70660)  0.502
H (1.94512, 0.53869, -0.54604)  0.202
H (1.46329, 0.62958, 1.15775)  0.200
H (0.83133, 2.82722, -0.34851)  0.475